# 1
# C33H23Cl3F2P

An isolated ion of composition C33H23Cl3F2P and charge +1 (wB97M-V/def2-TZVPD, the Open Molecules 2025 dataset).

Properties
- orbital gap (hartree) = 0.261

ORCA input file:
```
! RIJCOSX wB97M-V def2-TZVPD def2/J DEFGRID3
* xyz 1 1
F -2.220 5.766 0.011
C -2.372 4.415 0.050
C -3.651 3.889 0.119
C -3.742 2.494 0.204
C -2.607 1.685 0.174
C -1.301 2.195 -0.059
C -0.161 1.159 -0.420
C 1.108 1.998 -0.360
C 2.412 1.644 -0.155
C 3.549 2.525 -0.056
C 3.427 3.934 0.009
C 4.603 4.696 0.069
F 4.509 6.068 0.129
C 5.883 4.139 0.067
C 5.979 2.741 0.042
C 4.831 1.949 -0.011
C -1.215 3.637 -0.026
H -4.520 4.533 0.096
H -4.712 2.022 0.304
H -2.685 0.619 0.418
H -0.188 0.680 -1.532
H 0.963 3.071 -0.813
H 2.616 0.584 -0.062
H 2.456 4.419 0.006
H 6.765 4.776 0.099
H 6.977 2.282 0.058
H 4.915 0.866 -0.032
H -0.283 4.173 -0.072
Cl -5.937 -4.099 -2.115
C -4.473 -3.236 -1.792
C -4.496 -1.849 -1.639
C -3.341 -1.140 -1.346
C -2.127 -1.797 -1.103
P -0.679 -0.832 -0.311
C -0.900 -1.130 1.475
C 0.076 -0.558 2.302
C 0.086 -0.848 3.662
C -0.880 -1.714 4.191
Cl -0.841 -2.095 5.870
C -1.843 -2.292 3.363
C -1.850 -2.013 1.996
C 0.661 -2.037 -0.795
C 1.034 -2.102 -2.147
C 1.836 -3.141 -2.619
C 2.278 -4.145 -1.746
Cl 3.175 -5.491 -2.359
C 1.928 -4.073 -0.400
C 1.126 -3.030 0.073
C -2.097 -3.184 -1.311
C -3.251 -3.899 -1.656
H -5.448 -1.343 -1.744
H -3.425 -0.060 -1.303
H 0.823 0.126 1.892
H 0.832 -0.415 4.312
H -2.585 -2.958 3.782
H -2.601 -2.479 1.363
H 0.700 -1.356 -2.864
H 2.111 -3.205 -3.656
H 2.282 -4.846 0.269
H 0.885 -3.007 1.129
H -1.174 -3.742 -1.216
H -3.225 -4.966 -1.815
*
```


# 2
# C3H4OS

One molecule with the formula C3H4OS (wB97M-V/def2-TZVPD, the Open Molecules 2025 dataset).

Properties
- SMILES = CC(=O)C=S
- orbital gap (hartree) = 0.286

ORCA input file:
```
! RIJCOSX wB97M-V def2-TZVPD def2/J DEFGRID3
* xyz 0 1
C -0.900 0.982 -0.209
C -0.462 -0.294 0.422
C 0.889 -0.830 -0.106
O -0.798 -0.616 1.532
S -2.184 1.873 0.190
H -0.242 1.564 -0.837
H 1.589 0.142 -0.282
H 1.393 -1.567 0.456
H 0.715 -1.254 -1.167
*
```


# 3
# C4H9NO2

C4H9NO2 as an isolated structure (wB97M-V/def2-TZVPD, the Open Molecules 2025 dataset).

Properties
- orbital gap (hartree) = 0.430

ORCA input file:
```
! RIJCOSX wB97M-V def2-TZVPD def2/J DEFGRID3
* xyz 0 1
C -2.430 0.719 0.807
C -1.892 -0.608 0.281
N 0.611 -0.006 -1.130
C 0.745 0.320 0.076
O 0.839 0.544 1.215
O 2.024 0.626 -1.167
C 3.060 -0.315 -0.869
H -2.948 1.273 0.017
H -3.135 0.562 1.629
H -1.619 1.352 1.186
H -1.283 -1.122 1.035
H -2.684 -1.288 -0.040
H -1.279 -0.448 -0.609
H 3.891 -0.021 -1.512
H 3.370 -0.260 0.185
H 2.731 -1.328 -1.103
*
```


# 4
# C9H12O2S

C9H12O2S as an isolated structure (wB97M-V/def2-TZVPD, the Open Molecules 2025 dataset).

Properties
- ⟨S²⟩ = 2.012
- orbital gap (spin up / spin down) (hartree) = 0.209 / 0.241

ORCA input file:
```
! RIJCOSX wB97M-V def2-TZVPD def2/J DEFGRID3
* xyz 0 3
C 0.860 -0.157 -1.824
C 0.417 -1.051 -0.861
C -0.093 1.649 -0.575
C 0.595 1.202 -1.695
C -0.264 -0.553 0.220
C -0.549 0.780 0.414
C 1.004 2.159 -2.773
C -1.314 1.287 1.595
C -1.002 -1.892 1.395
O 0.631 -2.143 3.447
O 0.451 -4.060 1.888
S 0.447 -2.643 2.116
H 1.390 -0.523 -2.690
H 0.591 -2.110 -0.976
H -0.309 2.704 -0.472
H 1.983 1.902 -3.172
H 0.287 2.114 -3.593
H 1.028 3.180 -2.401
H -1.392 2.372 1.562
H -2.320 0.870 1.604
H -0.821 0.998 2.521
H -1.549 -2.569 0.760
H -1.584 -1.391 2.147
H 1.514 -2.128 1.363
*
```


# 5
# C2HNiO3

C2HNiO3 as an isolated structure (wB97M-V/def2-TZVPD, the Open Molecules 2025 dataset).

Properties
- ⟨S²⟩ = 3.760
- orbital gap (spin up / spin down) (hartree) = 0.196 / 0.293

ORCA input file:
```
! RIJCOSX wB97M-V def2-TZVPD def2/J DEFGRID3
* xyz 0 4
C -1.267 0.879 0.309
O -0.009 0.741 -0.222
C 0.213 -0.721 -0.140
O -0.845 -1.181 0.296
O 1.419 -0.934 0.055
Ni 2.444 0.680 0.200
H -1.956 0.536 -0.499
*
```


# 6
# C8H16ClFIN3O5S

A 2-piece molecular cluster, C8H16ClFIN3O5S overall (wB97M-V/def2-TZVPD, the Open Molecules 2025 dataset).

Properties
- orbital gap (hartree) = 0.234

ORCA input file:
```
! RIJCOSX wB97M-V def2-TZVPD def2/J DEFGRID3
* xyz 0 1
C 4.081 -0.835 1.054
O 3.479 0.284 1.851
C 2.259 0.630 1.066
C 1.092 1.380 1.945
C -0.297 1.366 1.076
C -1.534 0.531 1.754
F -1.801 1.147 3.089
C -0.996 -1.028 2.027
C -2.093 -2.160 1.468
I -1.248 -4.192 1.845
N -2.363 -1.992 -0.042
C -2.464 -0.480 -0.319
N -2.238 -0.058 -1.606
S -2.345 1.636 -2.033
N -2.771 0.387 0.881
H 5.248 -0.884 1.141
H 3.524 -1.804 1.405
H 3.837 -0.717 -0.103
H 1.809 -0.378 0.625
H 2.503 1.333 0.141
H 1.471 2.491 2.161
H 0.860 0.889 2.982
H -0.639 2.478 0.816
H -0.031 0.870 0.024
H 0.005 -1.266 1.470
H -0.901 -1.144 3.202
H -3.114 -2.113 2.082
H -3.347 -2.350 -0.218
H -1.980 -0.757 -2.367
H -1.559 1.966 -3.130
H -3.213 1.299 0.655
O 2.133 0.728 -4.146
Cl 0.953 0.695 -4.989
O 1.265 1.273 -6.281
O -0.110 1.456 -4.363
O 0.524 -0.679 -5.165
*
```


# 7
# C19H31N5O14

A 5-piece molecular cluster, C19H31N5O14 overall (wB97M-V/def2-TZVPD, the Open Molecules 2025 dataset).

Properties
- SMILES = CCOCCc1c(O)cc2c(c1OC[C@@H](C)O)C(=O)NC2=O.C[N+](=O)[O-].C[N+](=O)[O-].C[N+](=O)[O-].C[N+](=O)[O-]
- orbital gap (hartree) = 0.324

ORCA input file:
```
! RIJCOSX wB97M-V def2-TZVPD def2/J DEFGRID3
* xyz 0 1
C 0.057 2.178 4.122
C -1.200 2.076 3.273
O -0.978 2.101 1.878
C -0.280 0.992 1.371
C -1.118 -0.318 1.243
C -0.219 -1.489 1.577
C 0.389 -2.250 0.563
O 0.130 -1.960 -0.764
C 1.267 -3.300 0.821
C 1.578 -3.574 2.139
C 0.989 -2.852 3.153
C 0.068 -1.831 2.911
O -0.465 -1.202 4.000
C -1.865 -1.376 4.222
C -2.424 -2.810 4.175
C -2.929 -3.248 2.800
O -1.567 -3.774 4.758
C 1.528 -3.361 4.470
O 1.251 -3.023 5.570
N 2.478 -4.373 4.133
C 2.479 -4.607 2.725
O 3.065 -5.489 2.182
H 0.708 2.989 3.812
H -0.256 2.301 5.158
H 0.615 1.244 4.107
H -1.809 2.954 3.482
H -1.792 1.215 3.592
H 0.643 0.774 1.915
H 0.023 1.278 0.367
H -2.048 -0.298 1.794
H -1.411 -0.391 0.191
H -0.661 -2.431 -1.046
H 1.723 -3.878 0.031
H -2.484 -0.770 3.563
H -2.033 -0.996 5.226
H -3.313 -2.785 4.811
H -3.747 -3.954 2.896
H -2.118 -3.662 2.198
H -3.286 -2.380 2.249
H -1.275 -4.345 4.041
H 3.412 -4.100 4.424
C 0.831 0.518 -2.730
N 0.495 1.913 -2.343
O -0.668 2.176 -2.119
O 1.415 2.703 -2.279
H -0.083 -0.064 -2.741
H 1.286 0.557 -3.716
H 1.526 0.130 -1.992
C 3.311 4.344 -4.210
N 4.646 4.984 -4.355
O 5.300 5.183 -3.356
O 4.993 5.266 -5.488
H 3.124 4.147 -3.163
H 2.577 5.035 -4.613
H 3.332 3.423 -4.780
C -4.472 -0.280 -2.233
N -3.545 -0.856 -1.222
O -2.383 -1.026 -1.548
O -4.007 -1.116 -0.134
H -3.915 -0.100 -3.144
H -5.267 -1.002 -2.390
H -4.864 0.646 -1.823
C 2.262 3.622 -8.193
N 1.412 3.234 -7.034
O 0.286 3.674 -6.977
O 1.920 2.498 -6.209
H 1.685 4.275 -8.836
H 3.138 4.129 -7.796
H 2.543 2.709 -8.708
*
```


# 8
# C18H32F6O24PS5

A 8-piece molecular cluster, C18H32F6O24PS5 overall (wB97M-V/def2-TZVPD, the Open Molecules 2025 dataset).

Properties
- orbital gap (hartree) = 0.344

ORCA input file:
```
! RIJCOSX wB97M-V def2-TZVPD def2/J DEFGRID3
* xyz -1 1
P 6.521 15.366 -4.489
F 6.365 14.633 -3.081
F 6.763 13.955 -5.274
F 4.982 14.997 -4.917
F 6.686 16.039 -6.003
F 6.018 16.745 -3.898
F 8.093 15.761 -4.192
O 1.394 12.653 -3.414
C 2.017 12.591 -2.335
O 1.814 11.623 -1.457
C 2.846 11.623 -0.503
C 3.912 12.526 -0.963
C 3.207 13.398 -2.076
H 3.205 10.605 -0.350
H 2.321 12.044 0.355
H 4.859 12.070 -1.253
H 4.318 13.231 -0.239
H 3.967 13.551 -2.842
H 2.924 14.387 -1.714
O 10.880 10.311 -0.040
C 10.579 11.288 -0.717
O 9.669 12.204 -0.307
C 9.461 13.128 -1.321
C 10.072 12.431 -2.504
C 11.227 11.743 -2.028
H 10.128 13.984 -1.218
H 8.530 13.627 -1.590
H 10.255 13.183 -3.272
H 9.435 11.742 -3.058
H 12.052 12.428 -1.834
H 11.423 10.972 -2.773
C 4.620 18.077 -1.466
C 4.075 16.667 -1.555
O 2.642 16.718 -1.389
S 2.050 18.220 -1.188
O 2.038 18.657 0.226
O 0.942 18.460 -2.055
O 3.481 18.865 -1.720
H 5.371 18.165 -2.250
H 4.980 18.294 -0.460
H 4.458 15.991 -0.791
H 4.239 16.223 -2.537
C 9.394 14.665 -7.678
C 10.650 13.838 -7.979
O 10.955 14.044 -9.367
S 10.449 15.558 -9.769
O 9.936 15.668 -11.188
O 11.490 16.487 -9.342
O 9.175 15.557 -8.723
H 9.350 15.117 -6.687
H 8.578 13.942 -7.680
H 10.424 12.775 -7.896
H 11.549 14.135 -7.439
C 7.068 9.629 -6.515
C 6.483 10.675 -5.482
O 5.050 10.883 -5.814
S 4.847 10.628 -7.469
O 5.310 11.729 -8.350
O 3.527 10.004 -7.724
O 6.046 9.555 -7.451
H 7.162 8.691 -5.967
H 8.010 9.965 -6.947
H 7.026 11.619 -5.538
H 6.512 10.319 -4.452
C 4.362 18.206 -6.631
C 3.562 18.280 -5.349
O 3.828 19.412 -4.642
S 5.035 20.261 -5.261
O 6.068 20.350 -4.251
O 4.372 21.458 -5.682
O 5.349 19.171 -6.461
H 3.821 18.252 -7.577
H 4.830 17.222 -6.628
H 3.846 17.597 -4.548
H 2.479 18.282 -5.471
C 2.216 13.365 -6.458
C 3.323 13.975 -7.400
O 2.815 15.256 -7.892
S 1.263 15.484 -7.438
O 0.376 15.788 -8.568
O 1.142 16.405 -6.245
O 1.021 13.887 -6.966
H 2.534 13.731 -5.482
H 2.137 12.296 -6.259
H 3.461 13.336 -8.271
H 4.286 14.241 -6.963
*
```


# 9
# CH3NSSi

One molecule with the formula CH3NSSi (wB97M-V/def2-TZVPD, the Open Molecules 2025 dataset).

Properties
- SMILES = [SiH3]N=C=S
- orbital gap (hartree) = 0.367

ORCA input file:
```
! RIJCOSX wB97M-V def2-TZVPD def2/J DEFGRID3
* xyz 0 1
C -1.617 -0.036 -0.103
N -0.474 -0.112 -0.357
Si 1.122 0.015 0.141
S -3.149 0.047 0.118
H 1.694 -0.580 -1.023
H 1.005 -0.754 1.402
H 1.419 1.420 -0.178
*
```


# 10
# C2H2FN3

C2H2FN3 as an isolated structure (wB97M-V/def2-TZVPD, the Open Molecules 2025 dataset).

Properties
- orbital gap (hartree) = 0.349

ORCA input file:
```
! RIJCOSX wB97M-V def2-TZVPD def2/J DEFGRID3
* xyz 0 1
C 1.022 0.863 -0.006
C -1.142 -0.089 0.001
N -0.083 1.515 0.003
N 1.081 -0.476 -0.008
N -0.172 -0.941 -0.008
F -2.426 -0.305 0.006
H 1.963 1.388 0.003
H -0.242 -1.954 0.008
*
```


# 11
# C7H36N2O14

C7H36N2O14 as an isolated structure (wB97M-V/def2-TZVPD, the Open Molecules 2025 dataset).

Properties
- orbital gap (hartree) = 0.303

ORCA input file:
```
! RIJCOSX wB97M-V def2-TZVPD def2/J DEFGRID3
* xyz 0 1
C -6.026 -18.671 10.660
O -5.315 -19.667 10.745
N -5.542 -17.450 10.706
N -7.313 -18.806 10.572
H -6.180 -16.681 10.853
H -4.546 -17.341 10.833
H -7.880 -19.638 10.484
H -7.827 -17.965 10.350
C -9.894 -19.417 10.554
C -10.083 -19.850 9.083
O -8.828 -19.579 8.411
O -8.792 -20.165 11.106
H -10.833 -19.657 11.052
H -9.800 -18.342 10.708
H -10.783 -19.141 8.641
H -10.480 -20.836 8.844
H -8.119 -20.124 8.760
H -8.949 -21.087 10.892
C -8.106 -20.435 13.097
C -7.943 -18.896 12.929
O -8.672 -18.104 13.913
O -7.226 -20.903 14.110
H -7.877 -20.931 12.154
H -9.106 -20.653 13.473
H -8.240 -18.635 11.913
H -6.885 -18.633 12.961
H -9.597 -18.178 13.664
H -6.338 -20.656 13.839
C -8.042 -14.732 11.508
C -8.559 -16.158 11.144
O -7.826 -16.723 10.128
O -8.526 -13.991 10.463
H -6.996 -14.545 11.751
H -8.536 -14.269 12.363
H -9.601 -16.222 10.831
H -8.411 -16.889 11.939
H -7.685 -16.044 9.465
H -9.481 -14.014 10.370
O -5.757 -20.465 12.816
H -5.819 -19.812 12.119
H -4.875 -20.352 13.173
O -5.581 -21.506 9.985
H -5.912 -21.995 10.738
H -5.160 -20.736 10.365
O -7.097 -18.252 7.987
H -7.526 -17.888 7.213
H -7.759 -18.195 8.677
O -3.306 -20.088 10.834
H -4.070 -19.705 10.403
H -2.630 -20.103 10.157
O -3.754 -18.757 9.047
H -4.349 -18.100 9.408
H -3.385 -18.343 8.266
O -7.384 -20.688 9.157
H -7.594 -21.548 8.794
H -6.532 -20.805 9.576
O -3.840 -17.603 11.674
H -3.403 -18.431 11.475
H -4.513 -17.834 12.314
*
```


# 12
# CN2O3

A 2-piece molecular cluster, CN2O3 overall (wB97M-V/def2-TZVPD, the Open Molecules 2025 dataset).

Properties
- ⟨S²⟩ = 2.005
- orbital gap (spin up / spin down) (hartree) = 0.244 / 0.308

ORCA input file:
```
! RIJCOSX wB97M-V def2-TZVPD def2/J DEFGRID3
* xyz 0 3
C -0.970 1.066 0.675
N 0.743 -1.228 0.369
N 1.007 -1.036 -0.671
O 1.302 -1.022 -1.759
O -0.868 0.951 1.862
O -1.214 1.269 -0.476
*
```


# 13
# H4N5

An isolated ion of composition H4N5 and charge +1 (wB97M-V/def2-TZVPD, the Open Molecules 2025 dataset).

Properties
- SMILES = N#[N+]N(N)N
- orbital gap (hartree) = 0.383

ORCA input file:
```
! RIJCOSX wB97M-V def2-TZVPD def2/J DEFGRID3
* xyz 1 1
N 3.123 0.194 -0.029
N 2.038 -0.047 0.010
N 0.076 -1.328 -0.039
N 0.217 1.122 -0.020
N 0.777 -0.140 0.063
H 0.364 -1.874 -0.842
H 0.109 -1.958 0.691
H 0.078 1.388 -0.906
H -0.717 0.900 0.503
*
```


# 14
# H10O5

A 5-piece molecular cluster, H10O5 overall (wB97M-V/def2-TZVPD, the Open Molecules 2025 dataset).

Properties
- SMILES = O.O.O.O.O
- orbital gap (hartree) = 0.386

ORCA input file:
```
! RIJCOSX wB97M-V def2-TZVPD def2/J DEFGRID3
* xyz 0 1
O -3.359 -0.183 -1.080
H -2.399 -0.020 -1.153
H -3.667 -0.427 -1.960
O -0.802 0.216 -1.139
H -0.541 -0.711 -1.172
H 0.057 0.632 -1.022
O 2.859 0.503 1.390
H 3.112 1.097 2.110
H 1.962 0.830 1.152
O 0.664 -2.019 -0.789
H 0.702 -1.858 0.163
H 1.564 -2.127 -0.968
O 0.038 1.412 1.112
H -0.514 0.726 1.472
H 0.324 1.929 1.883
*
```


# 15
# C14H20BF5

A 2-piece molecular cluster, C14H20BF5 overall (wB97M-V/def2-TZVPD, the Open Molecules 2025 dataset).

Properties
- SMILES = BC(F)(F)c1cccc(C(F)(F)F)c1.CCCCCC
- orbital gap (hartree) = 0.354

ORCA input file:
```
! RIJCOSX wB97M-V def2-TZVPD def2/J DEFGRID3
* xyz 0 1
B 0.788 -0.612 -2.526
C 0.680 0.525 -3.616
F 0.628 0.060 -4.915
F 1.730 1.414 -3.577
C -0.611 1.231 -3.278
C -0.616 2.451 -2.607
C -1.824 3.044 -2.263
C -3.022 2.411 -2.560
C -3.012 1.187 -3.218
C -4.319 0.507 -3.508
F -4.181 -0.522 -4.368
F -5.220 1.367 -4.041
F -4.887 0.021 -2.376
C -1.812 0.589 -3.576
H 1.230 -0.294 -1.473
H 0.324 -1.677 -2.756
H 0.323 2.928 -2.369
H -1.828 3.996 -1.753
H -3.961 2.872 -2.289
H -1.804 -0.357 -4.099
C 1.656 -2.272 0.976
C 0.788 -1.247 1.699
C 1.586 -0.110 2.333
C 2.598 -0.550 3.392
C 2.005 -1.351 4.550
C 0.949 -0.587 5.343
H 2.338 -2.782 1.658
H 1.042 -3.035 0.495
H 2.257 -1.791 0.202
H 0.183 -1.752 2.457
H 0.078 -0.816 0.988
H 0.890 0.612 2.769
H 2.122 0.428 1.545
H 3.089 0.342 3.794
H 3.389 -1.140 2.920
H 2.817 -1.641 5.223
H 1.575 -2.284 4.177
H 1.360 0.344 5.741
H 0.586 -1.178 6.184
H 0.086 -0.333 4.725
*
```


# 16
# C7H9NO3

A 2-piece molecular cluster, C7H9NO3 overall (wB97M-V/def2-TZVPD, the Open Molecules 2025 dataset).

Properties
- ⟨S²⟩ = 2.012
- orbital gap (spin up / spin down) (hartree) = 0.272 / 0.276

ORCA input file:
```
! RIJCOSX wB97M-V def2-TZVPD def2/J DEFGRID3
* xyz 0 3
C 0.319 -1.755 0.754
C -0.197 -2.079 -0.497
C 0.871 -0.454 1.044
C -0.392 -1.013 -1.292
C 0.836 0.557 0.118
C -0.055 0.289 -1.062
C 1.349 1.910 0.390
N -1.842 0.627 0.549
O -1.873 -0.350 1.416
O -2.915 1.085 0.201
O -0.125 1.248 -2.035
H 0.528 -2.414 1.527
H -0.469 -3.024 -0.774
H 1.492 -0.374 1.939
H -0.963 -1.330 -2.197
H -0.839 -0.542 1.461
H 2.351 1.977 -0.114
H 1.624 2.062 1.470
H 0.750 2.747 0.051
H -0.452 0.832 -2.950
*
```


# 17
# C3H3NO2

One molecule with the formula C3H3NO2 (wB97M-V/def2-TZVPD, the Open Molecules 2025 dataset).

Properties
- orbital gap (spin up / spin down) (hartree) = 0.281 / 0.310

ORCA input file:
```
! RIJCOSX wB97M-V def2-TZVPD def2/J DEFGRID3
* xyz 0 1
O -0.669 1.471 0.466
C -0.208 0.292 0.016
C -0.987 -0.898 0.119
O -0.468 -1.997 -0.086
C 1.172 0.041 -0.320
N 1.683 -0.981 -0.824
H -0.311 2.179 -0.090
H 1.810 0.765 0.211
H -2.066 -0.765 0.303
*
```